[1]
{"formula": "C2H5OPS3", "method": "ωB97M-V/def2-TZVPD", "molar_mass_g_mol": 172.24, "gap_ev": 7.6, "homo_energy_ev": -8.82, "smiles": "C=C(S)S.O=PS", "lumo_energy_ev": -1.19, "relative_energy_kcal_mol": 43.4, "total_charge": 0, "symbols": ["C", "C", "S", "S", "H", "H", "H", "H", "O", "P", "S", "H"], "xyz": [[-0.173, 0.046, -2.803], [-0.156, 0.477, -1.554], [-0.827, -0.654, -0.306], [0.152, 2.153, -1.066], [-0.392, -1.017, -2.879], [0.122, 0.662, -3.588], [0.022, -0.435, 0.666], [-0.168, 1.771, 0.204], [1.692, -0.841, 2.024], [1.067, 0.153, 2.910], [-0.658, -0.741, 3.651], [-0.680, -1.575, 2.740]]}



[2]
{"formula": "C23H22BrN5O4S", "method": "ωB97M-V/def2-TZVPD", "molar_mass_g_mol": 544.43, "gap_ev": 8.8, "homo_energy_ev": -8.32, "smiles": "COc1ccc(CCNC(=O)CSc2nc3[nH]ncc3c(=O)n2-c2ccccc2Br)cc1OC", "lumo_energy_ev": 0.44, "relative_energy_kcal_mol": 0.0, "total_charge": 0, "symbols": ["C", "O", "C", "C", "C", "C", "C", "C", "N", "C", "O", "C", "S", "C", "N", "C", "N", "N", "C", "C", "C", "O", "N", "C", "C", "C", "C", "C", "C", "Br", "C", "C", "O", "C", "H", "H", "H", "H", "H", "H", "H", "H", "H", "H", "H", "H", "H", "H", "H", "H", "H", "H", "H", "H", "H", "H"], "xyz": [[4.426, 2.189, -1.385], [3.520, 1.931, -0.339], [3.292, 0.623, 0.017], [3.818, -0.475, -0.634], [3.502, -1.760, -0.214], [2.668, -1.963, 0.867], [2.247, -3.352, 1.257], [0.734, -3.560, 0.994], [0.225, -2.649, -0.006], [0.580, -2.729, -1.302], [1.166, -3.662, -1.801], [0.152, -1.517, -2.127], [-1.561, -1.028, -1.782], [-1.351, 0.556, -1.046], [-0.180, 1.101, -1.005], [-0.166, 2.354, -0.489], [0.892, 3.159, -0.325], [0.526, 4.343, 0.186], [-0.777, 4.322, 0.336], [-1.299, 3.076, -0.074], [-2.590, 2.464, -0.090], [-3.660, 2.898, 0.265], [-2.503, 1.124, -0.590], [-3.690, 0.348, -0.509], [-4.727, 0.540, -1.408], [-5.896, -0.189, -1.282], [-6.037, -1.110, -0.258], [-5.012, -1.305, 0.652], [-3.851, -0.569, 0.524], [-2.448, -0.809, 1.778], [2.145, -0.857, 1.536], [2.443, 0.430, 1.128], [1.974, 1.566, 1.716], [1.067, 1.448, 2.784], [4.493, 3.274, -1.455], [4.067, 1.786, -2.338], [5.416, 1.779, -1.166], [4.470, -0.350, -1.484], [3.904, -2.604, -0.752], [2.454, -3.537, 2.312], [2.814, -4.068, 0.663], [0.565, -4.579, 0.641], [0.152, -3.395, 1.901], [-0.138, -1.773, 0.335], [0.769, -0.650, -1.880], [0.230, -1.751, -3.188], [1.874, 2.909, -0.387], [-1.306, 5.169, 0.721], [-4.608, 1.269, -2.194], [-6.701, -0.032, -1.983], [-6.949, -1.677, -0.157], [-5.116, -2.013, 1.460], [1.494, -1.020, 2.381], [0.803, 2.470, 3.054], [0.161, 0.906, 2.492], [1.522, 0.952, 3.647]]}



[3]
{"formula": "C25H23Br4FN3O5SV", "method": "ωB97M-V/def2-TZVPD", "molar_mass_g_mol": 867.10, "gap_ev": [4.7, 7.1], "homo_energy_ev": [-2.48, -4.85], "lumo_energy_ev": [2.26, 2.26], "relative_energy_kcal_mol": 12.6, "spin_multiplicity": 4, "total_charge": -1, "s2": 3.80, "symbols": ["V", "Br", "C", "C", "Br", "C", "Br", "C", "O", "C", "O", "C", "Br", "C", "C", "C", "C", "C", "C", "C", "F", "C", "C", "C", "O", "C", "C", "N", "C", "C", "O", "O", "H", "H", "H", "H", "H", "H", "H", "H", "H", "H", "H", "C", "N", "C", "C", "S", "N", "C", "C", "H", "H", "H", "H", "H", "H", "H", "H", "H", "H", "H", "H"], "xyz": [[-1.021, 1.462, -1.146], [-5.507, -3.135, 0.795], [-4.740, -1.494, 0.253], [-5.495, -0.545, -0.416], [-7.320, -0.851, -0.801], [-4.897, 0.654, -0.821], [-5.853, 2.027, -1.708], [-3.560, 0.903, -0.579], [-2.904, 1.992, -0.962], [-2.791, -0.061, 0.128], [-1.463, 0.098, -2.460], [-3.392, -1.240, 0.524], [-2.283, -2.469, 1.444], [0.963, -4.859, 0.338], [2.036, -4.450, -0.666], [3.420, -4.645, -0.058], [4.496, -3.925, -0.855], [4.179, -2.458, -0.882], [5.169, -1.476, -0.746], [4.787, -0.152, -0.792], [5.750, 0.801, -0.662], [3.486, 0.254, -0.970], [2.475, -0.722, -1.099], [1.118, -0.379, -1.310], [0.782, 0.912, -1.250], [0.201, -1.409, -1.661], [0.589, -2.702, -1.547], [1.841, -3.062, -1.099], [2.851, -2.091, -1.021], [-1.180, -1.157, -2.217], [-1.933, -2.084, -2.443], [-1.519, 0.252, 0.319], [1.169, -5.864, 0.709], [-0.036, -4.852, -0.093], [0.968, -4.166, 1.181], [1.951, -5.090, -1.555], [3.614, -5.717, 0.007], [3.414, -4.252, 0.964], [4.519, -4.323, -1.877], [5.483, -4.095, -0.422], [6.208, -1.742, -0.608], [3.230, 1.300, -1.030], [-0.100, -3.495, -1.796], [1.486, 3.223, 1.104], [0.129, 3.513, 1.561], [-0.317, 2.540, 2.576], [-0.780, 3.966, 0.646], [-0.486, 3.950, -1.040], [-1.903, 4.504, 1.131], [-3.015, 4.869, 0.260], [-2.012, 5.021, 2.486], [2.113, 3.154, 1.993], [1.845, 4.034, 0.474], [1.542, 2.288, 0.542], [-0.379, 1.539, 2.141], [-1.294, 2.795, 2.973], [0.405, 2.543, 3.392], [-3.117, 4.144, -0.543], [-2.862, 5.872, -0.147], [-3.921, 4.857, 0.864], [-1.038, 5.015, 2.969], [-2.716, 4.435, 3.080], [-2.384, 6.046, 2.428]]}



Short version: electronic energy = -45996.010 -120727.062 -360421.905 eV, in the order given.